No. 1
A cluster of 6 separate species, C33H45BN6O3 in total. Source: the OMol25 dataset; level of theory: the ωB97M-V functional and the def2-TZVPD basis.

Structure (XYZ):
```
88
Properties=species:S:1:pos:R:3
C -1.16171 -3.53719 -1.73157
C -2.78879 -3.74480 -1.72481
C -3.28217 -3.71048 -0.12682
C -3.12593 -5.25594 0.41244
C -3.36297 -5.45284 2.02211
C -2.69108 -4.29855 2.97260
C -3.56967 -3.69020 4.02359
C -3.03862 -2.56033 5.08572
O -3.87513 -2.06930 6.00419
C -1.47203 -2.07839 5.05048
C -0.54861 -2.67142 4.00152
B 1.02294 -2.16814 4.07546
O 1.63515 -2.17208 5.45132
N 1.89003 -1.75660 2.89990
C 3.33243 -2.21664 3.14549
C 1.91504 -0.21733 2.96904
C -1.13257 -3.76642 2.89907
O -0.24471 -4.18814 1.96211
H -0.78609 -3.69806 -0.61177
H -0.58289 -4.29884 -2.42717
H -0.92866 -2.43828 -2.06991
H -3.38887 -2.98765 -2.38583
H -2.98761 -4.86156 -2.09430
H -4.38299 -3.30781 -0.13480
H -2.61348 -2.92706 0.43333
H -2.07052 -5.66773 0.05811
H -3.97563 -5.89480 -0.12954
H -4.53646 -5.41061 2.19883
H -3.03753 -6.54910 2.35498
H -4.68756 -4.05523 4.12331
H -1.04991 -1.28273 5.82300
H 2.05921 -3.10105 5.48880
H 3.43682 -3.38881 3.16253
H 3.82243 -1.74119 4.09754
H 3.97891 -1.84478 2.22292
H 2.47504 0.15067 2.00639
H 0.76484 0.09773 2.98560
H 2.37312 0.18339 3.97215
N 1.80989 2.90596 -0.27310
C 0.80227 2.25599 0.39082
C 0.17739 3.16694 1.21294
C 0.82726 4.41150 1.03412
C 1.82934 4.22215 0.10895
H 2.43990 2.48113 -0.94111
H 0.61768 1.20337 0.22307
H -0.65720 2.95798 1.86954
H 0.58943 5.34548 1.52666
H 2.55348 4.90920 -0.30811
N -3.71667 -6.71552 -5.42825
C -4.93447 -6.17612 -5.75161
C -4.76803 -4.81955 -5.91961
C -3.40053 -4.53155 -5.69546
C -2.77416 -5.72084 -5.39681
H -3.54078 -7.69444 -5.24278
H -5.81316 -6.80184 -5.83270
H -5.54712 -4.11382 -6.17708
H -2.92386 -3.56119 -5.74703
H -1.74144 -5.94366 -5.16396
N -1.39421 -0.93858 -6.41550
C -1.44461 0.40205 -6.69602
C -0.76850 1.07097 -5.70021
C -0.28839 0.09904 -4.79022
C -0.68663 -1.13330 -5.25787
H -1.81280 -1.66987 -6.97553
H -1.95723 0.76444 -7.57699
H -0.63443 2.14304 -5.63675
H 0.28655 0.27867 -3.89097
H -0.52861 -2.12933 -4.86630
N 4.85989 4.22245 2.15157
C 4.80950 5.56309 1.87105
C 5.48561 6.23201 2.86685
C 5.96571 5.26008 3.77684
C 5.56747 4.02774 3.30920
H 4.44130 3.49117 1.59153
H 4.29687 5.92547 0.99008
H 5.61967 7.30408 2.93031
H 6.54065 5.43971 4.67609
H 5.72549 3.03171 3.70076
N 2.26972 8.03358 0.50604
C 1.05193 8.57298 0.18268
C 1.21836 9.92955 0.01467
C 2.58586 10.21754 0.23883
C 3.21224 9.02826 0.53747
H 2.44561 7.05466 0.69150
H 0.17323 7.94726 0.10158
H 0.43928 10.63528 -0.24280
H 3.06254 11.18791 0.18725
H 4.24495 8.80544 0.77033
```

Summary:
Orbital gap ... 6.138 eV
Spin multiplicity ... 1
Lowest unoccupied orbital energy ... -0.07427 Ha
Structure (SMILES) ... CCCCCC1=CC(=O)C=C(B(O)N(C)C)C1=O.c1cc[nH]c1.c1cc[nH]c1.c1cc[nH]c1.c1cc[nH]c1.c1cc[nH]c1
E_HOMO ... -8.16 eV

No. 2
A structure of composition C31H41F6IN2PPtSbSi2Te. Source: the OMol25 dataset; level of theory: the ωB97M-V functional and the def2-TZVPD basis.

Structure (XYZ):
```
87
Properties=species:S:1:pos:R:3
Pt 0.26607 0.29282 0.49578
C 2.18366 -2.29197 5.42538
Si 1.08979 -0.74447 5.58545
C 1.82018 0.48289 6.84499
C -0.73042 -1.20517 5.88961
C 1.10242 0.18340 3.88999
Te 0.78576 -1.32729 2.41980
C 2.85063 -1.52166 1.89480
Si 3.12267 -3.25871 1.09359
C 5.00363 -3.54643 1.15250
C 2.16025 -4.53311 2.12707
C 2.71788 -3.27475 -0.76675
H 2.13250 -2.89752 6.32401
H 3.22850 -2.04232 5.26701
H 1.84620 -2.90670 4.59266
H 1.84685 0.03157 7.83062
H 1.22757 1.38955 6.91032
H 2.83381 0.77224 6.58470
H -0.84317 -1.91617 6.70247
H -1.16875 -1.65028 4.99749
H -1.32358 -0.33094 6.14439
H 2.01918 0.73050 3.69681
H 0.26581 0.87669 3.86536
H 3.42841 -1.43513 2.80986
H 3.14446 -0.70833 1.23394
H 5.39295 -3.67021 2.15576
H 5.53682 -2.72090 0.69022
H 5.24709 -4.44349 0.59433
H 2.57036 -4.63061 3.12899
H 2.19656 -5.51868 1.67461
H 1.10799 -4.26700 2.21818
H 3.51189 -2.79024 -1.33109
H 1.77679 -2.79689 -1.00741
H 2.64480 -4.30180 -1.10787
F -0.20923 -2.67929 0.30904
Sb -2.17365 -2.59988 0.57416
F -1.98559 -4.28696 1.37165
F -2.01891 -0.78747 -0.12770
F -4.01529 -2.41429 0.79242
F -2.27621 -3.19068 -1.21243
F -1.92564 -1.73572 2.31764
N 0.17586 2.05031 -0.32989
P 0.35564 3.47282 0.34194
C -1.22913 4.09015 0.97099
C -1.73369 5.33749 0.63531
C -2.97051 5.71536 1.12920
C -3.68947 4.85419 1.94243
C -3.18021 3.60559 2.27058
C -1.95013 3.21665 1.77729
C 1.51676 3.42842 1.74774
C 2.66693 2.66925 1.55628
C 3.60060 2.56194 2.57015
C 3.38688 3.22672 3.76841
C 2.24808 3.99404 3.95269
C 1.30265 4.09448 2.94548
C 1.04208 4.61288 -0.88978
C 1.64840 5.80092 -0.50120
C 2.18953 6.63093 -1.46757
C 2.13294 6.27059 -2.80571
C 1.51960 5.08743 -3.18776
C 0.96956 4.25437 -2.22989
H -1.16884 6.00259 -0.00147
H -3.37578 6.68058 0.86864
H -4.65543 5.15282 2.31854
H -3.74456 2.93323 2.89739
H -1.53434 2.23480 1.99102
H 2.81000 2.18549 0.59766
H 4.49690 1.97659 2.42972
H 4.12041 3.14606 4.55433
H 2.10607 4.53636 4.87373
H 0.41023 4.68702 3.08552
H 1.70139 6.06664 0.54593
H 2.66086 7.55671 -1.17546
H 2.57949 6.90866 -3.55219
H 1.47294 4.81055 -4.22996
H 0.48719 3.32240 -2.49014
I 4.41865 0.97044 -3.89424
C 2.62321 0.04697 -3.29729
C 1.80733 -0.61149 -4.20796
C 0.63607 -1.18466 -3.74141
C 0.31225 -1.05712 -2.39827
N 1.11562 -0.44041 -1.54387
C 2.25215 0.09604 -1.96444
H 2.08702 -0.67569 -5.24758
H -0.02614 -1.72857 -4.39738
H -0.60307 -1.48935 -2.01371
H 2.88008 0.57787 -1.22735
```

Summary:
Orbital gap (alpha / beta) ... 5.931 / 5.964 eV
Spin multiplicity ... 2
Lowest unoccupied orbital energy (alpha / beta) ... -0.20501 / -0.19799 Ha
Charge ... +1
E_HOMO (alpha / beta) ... -11.51 / -11.35 eV

No. 3
A cluster of 3 separate species, C5H12O2 in total. Source: the OMol25 dataset; level of theory: the ωB97M-V functional and the def2-TZVPD basis.

Structure (XYZ):
```
19
Properties=species:S:1:pos:R:3
C 1.87744 -0.67723 0.68453
C 1.68472 -0.00021 -0.67569
C 0.42560 -0.42055 -1.38106
O -0.58948 0.88426 2.48871
C -0.48002 0.40633 -1.90028
C -2.46579 -0.28450 0.27311
O -2.83816 0.74329 0.79212
H 2.86278 -0.43567 1.09786
H 1.11241 -0.35618 1.40054
H 1.82065 -1.76861 0.58990
H 2.53530 -0.24892 -1.32598
H 1.69064 1.09155 -0.56230
H 0.27972 -1.49876 -1.48466
H -0.11886 1.63279 2.10320
H -1.34817 0.04017 -2.44376
H -0.37828 1.48701 -1.81778
H -1.62272 -0.87027 0.67578
H -2.96297 -0.68465 -0.62898
H -1.48479 0.96015 2.11474
```

Summary:
Orbital gap ... 10.578 eV
Spin multiplicity ... 1
Lowest unoccupied orbital energy ... 0.02439 Ha
Structure (SMILES) ... C=CCC.C=O.O
E_HOMO ... -9.91 eV

Number 1: strongest force on any atom 8.34 eV/A. Number 2: strongest force on any atom 2.03 eV/A. Number 3: strongest force on any atom 0.53 eV/A.